The following is a DFT calculation (ωB97M-V/def2-TZVPD) of a molecular structure, C31H33FeN5OSTe.

```
73
Properties=species:S:1:pos:R:3:forces:R:3:lowdin_spin:R:1
Fe 1.4086 -1.8809 -0.0420 0.572 -0.100 -0.043 2.923
C -1.3156 -3.2098 3.2152 -0.009 -0.073 0.099 0.014
C -0.8523 -2.7745 1.8492 0.023 0.023 -0.080 0.103
N 0.4533 -2.6682 1.5899 -0.138 -0.059 0.191 0.229
N 1.3091 -3.0560 2.6100 -0.025 -0.021 -0.124 0.022
C 2.6377 -3.1179 2.4278 0.039 -0.016 0.110 0.029
N 3.3578 -3.4982 3.5007 -0.022 -0.021 0.014 0.023
S 3.4060 -2.7332 0.9761 -0.206 0.111 -0.039 0.042
C -1.8494 -2.4625 0.8756 -0.069 0.047 -0.028 0.138
C -3.1100 -1.9634 1.3212 0.047 -0.012 0.016 0.035
C -4.0796 -1.5460 0.4684 -0.062 0.030 -0.004 0.085
C -3.8612 -1.6210 -0.9309 0.086 -0.038 -0.055 0.081
C -2.6780 -2.1122 -1.3594 0.005 -0.002 0.079 0.048
N -1.6918 -2.5308 -0.5091 -0.028 -0.044 0.040 0.175
H -0.8554 -4.1650 3.4855 0.042 0.015 -0.020 0.001
H -2.3832 -3.3931 3.2474 0.021 0.027 -0.019 0.000
H -1.0733 -2.4796 3.9944 0.007 0.000 0.002 0.005
H 0.9190 -3.2365 3.5208 0.017 -0.002 0.051 -0.001
H 2.9347 -3.9022 4.3193 -0.009 0.000 -0.006 0.001
H 4.3473 -3.6238 3.3773 0.004 0.020 -0.019 0.002
H -3.2704 -1.8557 2.3828 0.008 0.009 -0.021 0.000
H -5.0019 -1.1414 0.8615 -0.009 0.000 -0.014 0.004
H -4.5993 -1.3049 -1.6518 -0.026 0.016 0.025 0.004
H -2.4289 -2.2156 -2.4059 -0.039 0.014 -0.018 0.004
C 4.2143 5.6719 -1.2986 0.049 0.046 -0.006 0.000
C 3.3052 4.5154 -1.0059 -0.061 -0.049 0.003 0.000
C 3.6305 3.5758 -0.0346 -0.001 -0.043 0.006 0.000
C 2.8117 2.4869 0.2364 0.071 0.050 -0.061 0.000
C 3.2393 1.4894 1.2798 0.030 -0.061 0.081 0.001
C 1.6279 2.3655 -0.4982 -0.123 0.084 -0.168 0.002
Te 0.3599 0.7887 0.0255 -0.092 -0.132 -0.354 0.003
N -0.3005 -0.2314 -1.5727 0.012 0.232 0.498 0.076
C 0.6066 -1.1290 -1.9568 -0.177 -0.229 0.334 0.019
O 1.8708 -1.0052 -1.8869 0.178 0.107 0.110 0.003
C 0.0439 -2.4801 -2.3120 -0.057 -0.009 -0.373 0.229
C -0.5864 -3.2657 -1.1824 -0.018 -0.310 0.021 0.087
C -1.0545 -4.6311 -1.5975 -0.153 0.038 -0.134 0.213
C -0.8867 -5.1090 -2.8499 0.064 0.075 -0.009 0.018
C -0.2401 -4.3349 -3.8482 -0.061 -0.051 0.045 0.321
C 0.2162 -3.0455 -3.5412 0.077 0.108 -0.012 0.004
C -1.4360 1.8493 0.2677 -0.026 -0.020 -0.108 0.003
C -2.4692 1.6373 -0.6341 -0.096 0.049 0.099 0.002
C -3.6625 2.3242 -0.4650 0.035 -0.044 -0.034 0.000
C -3.8054 3.2027 0.5983 -0.008 0.004 0.004 0.000
C -2.7625 3.3977 1.4906 -0.009 0.016 0.034 0.000
C -1.5519 2.7255 1.3472 -0.103 -0.013 -0.073 0.001
C -0.4262 2.9761 2.3071 0.113 0.016 0.109 -0.001
C 1.2702 3.2756 -1.4972 0.133 0.113 0.043 0.000
C 0.0201 3.1752 -2.3245 -0.058 -0.009 -0.071 0.001
C 2.1295 4.3447 -1.7262 -0.011 -0.056 0.006 0.000
H 5.0018 5.7583 -0.5522 0.000 -0.002 0.000 0.000
H 3.6603 6.6104 -1.3231 -0.010 -0.002 -0.004 0.000
H 4.6871 5.5466 -2.2742 0.002 0.003 -0.001 0.000
H 4.5538 3.6839 0.5225 0.006 0.013 -0.003 0.000
H 4.2334 1.7390 1.6457 -0.004 -0.010 0.013 0.000
H 3.2848 0.4700 0.8870 0.007 0.028 -0.044 0.002
H 2.5683 1.4781 2.1430 -0.020 0.030 -0.002 0.000
H 0.1533 -3.4747 -0.3889 0.037 0.063 -0.078 0.031
H -1.5405 -5.2233 -0.8315 -0.009 0.010 0.006 0.010
H -1.2435 -6.0999 -3.0983 -0.011 -0.006 0.018 -0.005
H -0.1104 -4.7320 -4.8441 0.006 -0.003 -0.001 0.018
H 0.7191 -2.4645 -4.3050 0.007 -0.007 0.002 -0.005
H -2.3380 0.9465 -1.4559 0.020 -0.011 0.012 0.001
H -4.4734 2.1753 -1.1659 -0.007 0.000 0.002 0.000
H -4.7339 3.7409 0.7347 -0.004 0.008 0.004 0.000
H -2.8863 4.0864 2.3174 0.010 0.003 0.003 0.000
H -0.7838 3.4929 3.1959 0.007 0.022 -0.015 0.000
H 0.3545 3.5904 1.8518 -0.001 0.014 -0.014 0.000
H 0.0453 2.0478 2.6455 -0.032 -0.020 -0.021 -0.001
H -0.3829 2.1655 -2.3851 0.078 -0.003 0.006 0.001
H 0.2332 3.5004 -3.3423 -0.026 0.038 0.000 0.000
H -0.7598 3.8258 -1.9218 -0.004 -0.018 -0.006 0.000
H 1.8701 5.0588 -2.5001 0.013 0.013 -0.004 0.000
```
Positions in Å, forces in eV/Å.

Summary:
Charge   +1
⟨S²⟩   8.85
E   -94686.8474 eV
Spin multiplicity   6

***

The following is a DFT calculation (ωB97M-V/def2-TZVPD) of 3 unconnected molecules or ions with the total composition C8H12S at a distorted geometry.

```
21
Properties=species:S:1:pos:R:3:forces:R:3:nbo_charge:R:1
C -1.2848 0.8342 -2.3670 1.100 -0.735 -0.484 -0.293
C -0.1798 0.6375 -2.8060 0.872 -0.353 0.374 0.023
C -1.2547 3.3924 0.5742 0.207 0.063 0.217 -0.177
C 1.2531 0.4030 -3.1783 -1.144 1.572 -1.799 -0.692
C -0.4391 -0.1394 0.5450 -2.365 -2.899 1.294 -0.645
C 0.5892 -0.3894 2.9394 -2.242 -0.060 2.295 -0.655
C 0.1938 -2.3271 1.5151 0.991 0.342 -0.325 -0.431
C 0.0868 -1.0132 1.6919 0.970 0.004 -1.364 0.039
S -2.4116 3.2299 -0.3933 -0.234 0.105 -0.147 0.183
H 1.3224 -0.3318 -4.0082 -0.033 0.197 0.754 0.241
H 1.9042 0.1525 -2.3466 -0.172 -0.015 0.075 0.243
H 1.5665 1.3790 -3.6616 0.129 -1.036 0.704 0.243
H 0.1835 0.2414 -0.2003 1.611 0.344 -0.812 0.226
H -0.9900 0.6862 0.9454 -0.517 0.507 0.194 0.206
H -1.1547 -0.8724 0.0423 0.648 1.363 0.209 0.212
H 0.1020 0.6378 3.0377 0.889 -1.240 0.255 0.215
H 0.1547 -1.1029 3.7995 1.272 1.886 -1.466 0.222
H 1.6775 -0.3240 3.0196 -0.207 0.050 -0.064 0.228
H 0.0527 -2.7348 0.5408 -0.612 -0.370 -0.580 0.187
H 0.7928 -2.9567 2.1569 -0.374 -0.047 0.576 0.191
H -2.1644 0.5979 -1.8462 -0.788 0.322 0.093 0.233
```
Positions in Å, forces in eV/Å.

Summary:
E   -19319.9799 eV

***

The following is a DFT calculation (ωB97M-V/def2-TZVPD) of 2 unconnected molecules or ions with the total composition C2H4ClNO2 at a distorted geometry.

```
10
Properties=species:S:1:pos:R:3:forces:R:3:nbo_charge:R:1
C 0.4536 0.1920 -1.0986 -1.529 -0.419 0.288 0.721
C 0.2977 -0.4834 0.2735 -1.225 1.217 1.672 0.162
N 0.4511 0.3319 1.3664 0.612 -0.377 -2.177 -0.715
O -0.6228 0.3720 -1.8417 -1.788 0.438 0.721 -0.673
O 1.5597 0.4328 -1.4649 0.730 0.160 -0.059 -0.534
Cl -2.1278 -0.9960 0.3833 1.070 0.321 -0.332 -0.611
H 0.4736 -1.5742 0.1906 -0.063 0.897 0.933 0.268
H 0.5482 0.0810 2.3438 -0.135 -0.634 -0.542 0.424
H 0.5193 1.3501 1.2022 -0.246 -1.093 -0.016 0.414
H -1.5527 0.2939 -1.3546 2.573 -0.511 -0.488 0.544
```
Positions in Å, forces in eV/Å.

Summary:
E   -20245.6943 eV

***

The following is a DFT calculation (ωB97M-V/def2-TZVPD) of a molecular structure, C11H16FeN4O5 at a distorted geometry.

```
37
Properties=species:S:1:pos:R:3:forces:R:3:lowdin_spin:R:1
Fe 0.0621 0.6838 -0.7247 0.080 -3.293 3.245 1.010
O 3.7485 -4.0533 0.0914 0.000 -0.007 -0.009 0.001
C 2.9448 -3.0260 -0.1791 0.041 -0.034 0.000 0.001
C 1.8235 -3.1238 -1.0101 -0.045 -0.020 -0.036 -0.001
C 1.0526 -1.9993 -1.1801 0.043 -0.196 0.004 -0.001
N 1.3149 -0.8691 -0.5435 -0.446 0.466 -0.119 -0.024
C 2.4640 -0.7202 0.1031 0.152 -0.056 0.118 -0.001
C 3.3054 -1.7759 0.3400 0.029 0.024 0.036 -0.001
C 2.7401 0.7372 0.3173 0.093 -0.080 0.011 0.002
O 3.6809 1.1602 0.9332 -0.078 0.016 0.012 0.003
O 1.8082 1.4533 -0.2670 -0.262 1.280 -1.197 0.026
C -0.0237 -1.7833 -2.2011 0.098 -0.127 0.015 0.002
O -0.4788 -2.6642 -2.8817 -0.057 0.086 0.049 0.002
O -0.3626 -0.5187 -2.2248 -0.128 1.386 -1.070 0.025
H 3.4544 -4.8627 -0.3456 0.005 0.005 -0.001 0.000
H 1.5679 -4.0258 -1.5523 0.035 0.005 -0.008 0.000
H 4.2354 -1.6302 0.8724 0.002 -0.010 -0.031 0.000
N -1.7059 -0.5124 -0.1594 0.182 0.141 -0.134 -0.016
C -2.9206 0.2354 0.1832 -0.049 0.134 -0.061 -0.002
C -2.8530 1.5397 -0.5951 -0.165 -0.060 0.076 -0.001
N -1.5174 2.1577 -0.4764 0.832 0.069 -0.973 -0.003
C -1.3034 2.9476 0.7518 -0.057 0.052 0.187 -0.001
C -0.9720 2.0374 1.9218 -0.048 0.122 -0.077 -0.002
N 0.0682 1.1208 1.4399 0.025 0.016 -0.245 -0.017
H -1.5264 -1.2912 0.4668 -0.014 0.080 0.111 0.000
H -1.8243 -0.9034 -1.0894 -0.119 -0.077 0.024 0.000
H -3.8261 -0.2993 -0.1082 0.041 -0.082 0.003 -0.001
H -2.9772 0.3845 1.2564 -0.002 0.036 -0.028 0.000
H -3.0239 1.3353 -1.6528 0.030 -0.022 0.006 0.000
H -3.6336 2.2253 -0.2573 0.036 0.053 -0.025 0.000
H -1.3926 2.7799 -1.2698 -0.181 0.141 0.053 0.001
H -0.4605 3.6150 0.5666 0.014 -0.027 0.000 0.000
H -2.1748 3.5651 0.9818 -0.020 0.000 -0.071 0.000
H -0.6256 2.6486 2.7567 0.070 -0.063 0.024 -0.001
H -1.8296 1.4765 2.2778 -0.010 0.040 -0.027 0.000
H 0.9458 1.6312 1.4055 0.013 0.034 0.137 0.000
H 0.2155 0.3245 2.0526 -0.137 -0.030 0.001 0.000
```
Positions in Å, forces in eV/Å.

Summary:
Charge   +1
⟨S²⟩   0.84
E   -62246.4148 eV
Spin multiplicity   2